1.
Entry from OMol25: a 12-piece molecular cluster, C44H82F4O25 overall (ωB97M-V with the def2-TZVPD basis set).

Atoms and positions in Å:
C  -24.74408  -7.95367  3.39854
C  -24.11192  -8.86733  2.35257
O  -22.71333  -8.50245  2.51528
C  -22.63088  -7.35103  3.15397
O  -21.59251  -6.67844  3.38417
O  -23.88358  -6.91384  3.37780
F  -24.44133  -8.34998  1.15815
H  -24.88008  -8.39760  4.38471
H  -25.72423  -7.53676  3.16702
H  -24.28278  -9.94334  2.38614
C  -29.58408  -1.52155  5.54353
C  -30.94100  -1.81994  6.12311
O  -30.78776  -3.21585  6.02404
C  -30.09593  -3.49548  4.82673
O  -29.99909  -4.57574  4.20771
O  -29.52880  -2.42957  4.46285
F  -31.90073  -1.37365  5.27894
H  -28.80300  -1.53768  6.30364
H  -29.61190  -0.53991  5.07053
H  -31.08071  -1.44560  7.13723
C  -34.15712  -9.38921  4.91765
C  -33.29845  -10.58532  4.39190
O  -32.71515  -10.06357  3.19346
C  -33.39740  -8.95695  2.80896
O  -33.28457  -8.12754  1.81894
O  -34.39433  -8.68990  3.73751
F  -34.05714  -11.57665  4.09383
H  -33.47868  -8.80212  5.53663
H  -34.99434  -9.83663  5.45335
H  -32.54740  -10.93506  5.10020
C  -29.93719  -7.17178  2.24418
C  -30.08212  -8.13282  1.10228
O  -28.81258  -8.67017  1.25800
C  -28.29581  -8.56371  2.44757
O  -27.31537  -9.27021  2.88974
O  -28.94617  -7.70687  3.13429
F  -30.25457  -7.47062  -0.05627
H  -30.86723  -6.92898  2.75815
H  -29.65997  -6.20286  1.82892
H  -30.80792  -8.94154  1.18762
C  -29.74204  -15.15127  5.85863
C  -29.30785  -14.09169  4.89916
O  -27.95795  -13.76380  5.18180
C  -27.61383  -12.49801  4.59231
C  -26.39495  -12.06220  5.26333
H  -30.58691  -15.55289  5.29916
H  -28.99031  -15.91938  6.04031
H  -30.10604  -14.66750  6.76504
H  -29.42707  -14.34532  3.84581
H  -30.01298  -13.29001  5.11872
H  -27.34169  -12.70927  3.55818
H  -28.42200  -11.79224  4.40031
H  -25.61146  -12.81809  5.20973
H  -26.80573  -11.86012  6.25254
H  -26.09033  -11.09776  4.85695
C  -32.13664  -2.76518  -2.28164
C  -32.05515  -4.09680  -1.51599
O  -32.30870  -3.75200  -0.13022
C  -32.46814  -4.77146  0.83045
C  -32.52582  -3.99415  2.23693
H  -33.14466  -2.35749  -2.20558
H  -31.45268  -2.03093  -1.85598
H  -31.89652  -2.82478  -3.34318
H  -32.86807  -4.75134  -1.83038
H  -31.10416  -4.61746  -1.62833
H  -33.42349  -5.28814  0.73852
H  -31.62222  -5.45470  0.75506
H  -33.32499  -3.25296  2.24560
H  -31.66221  -3.33128  2.29046
H  -32.40972  -4.78849  2.97424
C  -30.38629  -10.28155  -7.27124
C  -29.36634  -9.25947  -6.98621
O  -29.78593  -8.81450  -5.69496
C  -28.94371  -7.75659  -5.03647
C  -29.70847  -7.05500  -3.88564
H  -30.39705  -10.96511  -6.42228
H  -31.23394  -9.62474  -7.46672
H  -30.26773  -10.71609  -8.26382
H  -28.34070  -9.54606  -7.21866
H  -29.58506  -8.47954  -7.71558
H  -27.95228  -8.08284  -4.72226
H  -28.66776  -6.98943  -5.75995
H  -29.32247  -6.03744  -3.82504
H  -29.68044  -7.52988  -2.90492
H  -30.74214  -6.94682  -4.21417
O  -24.32693  -12.51819  2.45919
C  -24.67118  -13.52972  1.79113
O  -25.19949  -13.47796  0.59719
C  -25.34409  -12.21854  -0.04094
C  -26.75225  -11.56160  0.22124
C  -24.43958  -14.98794  2.23923
H  -25.04875  -12.17194  -1.08913
H  -24.71109  -11.42078  0.34762
H  -27.53180  -12.28163  -0.02763
H  -26.86939  -10.63077  -0.33368
H  -26.70941  -11.28374  1.27435
H  -23.74807  -15.49012  1.56266
H  -25.46820  -15.34764  2.21372
H  -24.09685  -15.10667  3.26712
O  -33.54670  -7.33414  -3.50762
C  -33.19320  -8.36134  -2.93878
O  -33.11792  -9.58272  -3.48687
C  -33.34109  -9.70828  -4.84506
C  -33.78609  -11.14724  -5.02973
C  -32.74077  -8.29139  -1.48339
H  -32.44337  -9.40414  -5.38331
H  -34.06880  -8.96538  -5.17162
H  -34.76401  -11.23013  -4.55549
H  -33.15947  -11.88205  -4.52425
H  -33.93587  -11.28533  -6.10053
H  -31.66867  -8.48558  -1.45143
H  -33.30282  -8.93120  -0.80309
H  -32.66688  -7.27659  -1.09245
O  -25.84894  -4.57895  1.48948
C  -26.86693  -3.88534  1.18411
O  -26.87747  -2.53203  1.30352
C  -25.91523  -1.84680  1.99855
C  -25.82616  -0.31083  1.55561
C  -28.14059  -4.44939  0.59654
H  -24.89451  -2.19510  1.84069
H  -25.95016  -1.82706  3.08781
H  -26.39320  -0.06408  0.65802
H  -24.83261  0.04947  1.28888
H  -26.19923  0.22534  2.42822
H  -28.23784  -3.98104  -0.38290
H  -28.95323  -4.19894  1.27843
H  -28.09672  -5.52592  0.43141
O  -30.64097  -9.04511  5.19372
C  -29.89162  -8.97905  6.15257
O  -29.91550  -9.80354  7.19953
C  -30.86120  -10.81247  7.25795
C  -32.08265  -10.17756  7.89936
C  -28.74986  -7.97981  6.23421
H  -30.41657  -11.68133  7.74323
H  -31.15685  -11.19203  6.27987
H  -32.93092  -10.81918  7.66089
H  -32.38483  -9.20794  7.50359
H  -31.89880  -10.07904  8.96922
H  -28.97976  -7.07617  5.66972
H  -27.86189  -8.43387  5.79438
H  -28.53012  -7.66291  7.25372
O  -33.78511  -14.99656  1.87309
C  -32.60860  -15.30484  2.20948
O  -31.55588  -14.49334  2.06770
C  -31.76066  -13.05660  1.75579
C  -30.45411  -12.38730  1.74716
C  -32.18346  -16.76449  2.61197
H  -32.54132  -12.71337  2.43466
H  -32.19773  -12.93990  0.76410
H  -29.86534  -12.74801  2.59057
H  -30.67559  -11.32047  1.71661
H  -29.83286  -12.65130  0.89134
H  -32.09936  -17.24519  1.63732
H  -32.98055  -17.29645  3.13140
H  -31.23342  -16.91355  3.12509

* total charge: +1
* HOMO-LUMO gap (alpha / beta): 8.11 / 1.73 eV
* spin multiplicity: 2
* E_HOMO (alpha / beta): -10.92 / -10.92 eV


2.
Entry from OMol25: a 6-piece molecular cluster, C44H85B2NO16PS overall (ωB97M-V with the def2-TZVPD basis set).

Atoms and positions in Å:
C  -0.37834  -5.86406  3.45373
C  0.27144  -4.83775  2.41188
O  1.66572  -4.71885  2.76830
P  2.15590  -3.10610  2.85961
O  3.56891  -3.16409  3.33823
C  2.01986  -2.44951  1.13371
C  1.81914  -0.89227  1.00667
C  0.35102  -0.39431  1.19548
C  -0.78412  -0.91739  0.15497
B  -0.31020  -1.52361  -1.26554
C  -0.50227  -3.11581  -1.54087
O  0.23157  -0.77784  -2.31448
C  -1.77336  0.29358  -0.04120
C  -3.31888  0.05494  -0.21495
C  -3.78781  -1.42351  0.02195
C  -3.88149  -1.63239  1.57001
C  -4.78925  -0.80240  2.38374
C  -4.89824  -0.90687  3.82308
C  -4.02997  -1.92259  4.48868
C  -3.16056  -2.78582  3.73087
C  -3.10424  -2.62430  2.28534
N  -1.36940  1.22016  1.05927
O  -2.00549  2.45116  1.04545
C  0.13266  1.18278  1.30567
C  0.39669  1.88462  2.70065
S  1.15103  0.79558  3.98536
C  2.85975  1.46891  4.20443
C  3.90529  0.34168  4.53746
B  0.81028  2.09028  0.11109
O  1.47267  1.49069  -0.99535
C  0.74355  3.70359  0.08036
C  -0.32643  4.20879  -0.99539
O  1.14022  -2.37321  3.94085
C  1.06602  -3.17764  5.16674
C  1.08485  -2.25301  6.44814
H  -1.30733  -5.44709  3.90689
H  0.37412  -6.05901  4.26483
H  -0.54114  -6.83150  2.91677
H  0.09463  -5.26541  1.39396
H  -0.28066  -3.85623  2.44665
H  3.01497  -2.68153  0.63501
H  1.26044  -3.06666  0.58861
H  2.30380  -0.57455  0.04965
H  2.42680  -0.41530  1.82733
H  0.02677  -0.94706  2.12747
H  -1.17402  -1.83374  0.67419
H  0.44262  -3.69568  -1.40018
H  -0.94577  -3.23510  -2.56664
H  -1.28991  -3.48228  -0.82005
H  0.37832  -1.35551  -3.08421
H  -1.47514  0.67987  -1.05528
H  -3.65665  0.37373  -1.23927
H  -3.85030  0.75161  0.49168
H  -4.83503  -1.54219  -0.37688
H  -3.16571  -2.18763  -0.49923
H  -5.40818  -0.06538  1.81434
H  -5.60673  -0.24682  4.36758
H  -4.08132  -2.00096  5.59703
H  -2.50634  -3.56139  4.18417
H  -2.41616  -3.26082  1.67223
H  -1.72403  0.72898  1.90198
H  -2.66570  2.42651  1.76768
H  -0.55561  2.28123  3.15732
H  1.06953  2.78170  2.62721
H  3.15589  1.91593  3.21166
H  2.89704  2.32374  4.93258
H  4.87249  0.75322  4.92737
H  4.12087  -0.21220  3.58364
H  3.47824  -0.35733  5.30716
H  0.84141  1.61235  -1.73256
H  0.43885  4.13751  1.06681
H  1.74042  4.08946  -0.26228
H  0.04301  5.07042  -1.60051
H  -1.22790  4.57473  -0.43824
H  -0.68103  3.38638  -1.67308
H  1.87862  -3.94043  5.20643
H  0.06219  -3.68551  5.12720
H  1.33581  -1.22127  6.10650
H  0.07083  -2.32095  6.91930
H  1.86053  -2.62004  7.16706
O  4.25416  -3.54505  -1.33401
C  5.39672  -3.70021  -0.97465
O  6.29968  -2.73186  -1.19336
C  7.62527  -2.73105  -0.64390
C  8.57957  -3.52422  -1.51319
C  5.84728  -5.00251  -0.36857
H  7.61890  -3.07315  0.39268
H  7.94175  -1.68760  -0.62263
H  8.28886  -4.57402  -1.57505
H  9.59455  -3.46974  -1.11677
H  8.57884  -3.13463  -2.53235
H  6.07256  -5.70878  -1.16805
H  5.03492  -5.39698  0.24123
H  6.70757  -4.90831  0.28950
O  3.37030  6.27693  -5.49818
C  2.91025  5.17320  -5.35506
O  3.07705  4.52866  -4.18598
C  2.41702  3.30547  -3.84123
C  3.17872  2.10602  -4.36739
C  2.23118  4.46244  -6.49643
H  1.37361  3.31695  -4.16731
H  2.40025  3.26764  -2.75088
H  3.23469  2.11213  -5.45701
H  2.69950  1.17751  -4.05101
H  4.20480  2.11553  -3.99739
H  2.98808  3.99319  -7.12521
H  1.68381  5.19955  -7.08290
H  1.50364  3.71738  -6.18228
O  4.73152  12.86750  -7.99832
C  4.28001  11.76016  -7.86572
O  4.44993  11.10268  -6.70436
C  3.79548  9.86889  -6.37653
C  4.56045  8.67836  -6.91467
C  3.60523  11.05644  -9.01529
H  2.75369  9.88053  -6.70455
H  3.77581  9.81935  -5.28706
H  4.61870  8.69776  -8.00522
H  4.08093  7.74499  -6.60828
H  5.58672  8.68572  -6.54284
H  4.36508  10.59894  -9.64891
H  3.05293  11.79627  -9.59376
H  2.88278  10.30320  -8.70884
O  -5.69262  -0.63944  7.11726
C  -6.71681  -0.23849  7.61394
O  -7.83590  -0.97170  7.51336
C  -9.05070  -0.68674  8.22206
C  -9.89847  0.32169  7.47373
C  -6.78263  1.11824  8.26496
H  -8.84169  -0.37969  9.24843
H  -9.59028  -1.63205  8.28664
H  -9.38707  1.28036  7.37206
H  -10.84371  0.48794  7.99236
H  -10.10940  -0.03378  6.46388
H  -6.93697  1.87591  7.49636
H  -5.83404  1.30436  8.76743
H  -7.55547  1.20585  9.02470
O  -1.71003  -3.65117  -4.51529
C  -2.72702  -4.28483  -4.66715
O  -2.71916  -5.60997  -4.46792
C  -3.89930  -6.42627  -4.43459
C  -4.31023  -6.85304  -5.82892
C  -3.98394  -3.62401  -5.16935
H  -4.70554  -5.92628  -3.89403
H  -3.63787  -7.30953  -3.85103
H  -4.56515  -5.99528  -6.45337
H  -5.17368  -7.51852  -5.78722
H  -3.48931  -7.37299  -6.32469
H  -3.94172  -3.55712  -6.25654
H  -4.03563  -2.61969  -4.74967
H  -4.89845  -4.13025  -4.86952

* total charge: +1
* HOMO-LUMO gap: 8.10 eV
* spin multiplicity: 1
* E_HOMO: -10.73 eV


3.
Entry from OMol25: a 4-piece molecular cluster, C44H86Cl3F7NO17P3 overall (ωB97M-V with the def2-TZVPD basis set).

Atoms and positions in Å:
C  2.30828  -3.35845  -0.69571
C  3.13849  -3.86635  -1.63279
C  4.60589  -3.44018  -1.58215
O  5.15379  -3.48328  -0.53490
O  5.30044  -3.00984  -2.68198
C  4.63577  -1.95041  -3.39150
C  5.52531  -0.69262  -3.52077
C  5.95604  -0.12406  -2.14275
C  4.78060  0.01152  -1.14445
C  5.23812  0.56306  0.25178
C  5.93318  -0.58338  1.03300
C  6.36977  -0.25888  2.49214
C  7.70638  -1.06532  2.74935
C  7.30482  -2.54984  3.05910
C  8.44640  -3.56797  2.77590
O  8.96932  -4.16386  3.97094
C  8.04776  -5.09011  4.53954
C  6.71224  1.24595  2.75954
C  8.13332  1.71052  2.33577
C  8.16480  3.28633  2.54588
Cl  8.51936  1.42154  0.59371
O  5.46749  -0.76365  3.48656
C  4.21781  -0.13561  3.48776
C  3.29051  -1.03969  4.38636
N  3.53542  -2.40428  3.92784
O  3.64075  -1.03824  5.75130
C  3.60519  0.25019  6.34524
C  5.01028  0.91574  6.46182
Cl  4.71416  2.71761  6.20493
C  5.68219  0.75945  7.85568
C  6.73754  1.88273  8.07632
Cl  6.65945  -0.78232  7.78223
C  1.77158  -0.71431  4.09351
F  1.61291  0.60659  3.79880
F  1.43759  -1.36228  2.93435
C  0.77008  -1.16042  5.20200
F  0.61105  -0.14536  6.07684
F  1.11639  -2.28368  5.82752
C  -0.65617  -1.39221  4.57960
F  -0.75168  -2.59427  4.01756
F  -1.54992  -1.39322  5.58568
F  -1.01904  -0.43555  3.74437
H  2.20628  -2.27331  -0.53368
H  1.70954  -4.00469  -0.03916
H  2.78979  -4.53538  -2.42814
H  4.38966  -2.31762  -4.40557
H  3.68944  -1.63542  -2.91661
H  6.39442  -0.88224  -4.17354
H  4.89073  0.07415  -4.00917
H  6.39265  0.88288  -2.27037
H  6.71924  -0.76857  -1.67583
H  4.05113  0.72548  -1.58354
H  4.22700  -0.92332  -0.95658
H  4.32423  0.96711  0.72087
H  5.89301  1.42176  0.03137
H  5.21871  -1.43130  1.05815
H  6.76760  -0.93449  0.40803
H  8.27134  -0.66312  3.60399
H  8.30647  -1.10333  1.82692
H  7.09114  -2.59878  4.13933
H  6.42106  -2.87521  2.48854
H  9.30007  -3.14477  2.21964
H  8.06768  -4.40977  2.15720
H  8.56324  -6.03367  4.78159
H  7.63630  -4.64114  5.46379
H  7.20226  -5.33027  3.86975
H  5.95502  1.95415  2.37974
H  6.69459  1.36524  3.86388
H  8.91345  1.32895  3.00603
H  7.21097  3.59779  3.00161
H  8.22587  3.75594  1.55379
H  9.02383  3.56716  3.17205
H  3.72202  -0.12787  2.49369
H  4.22005  0.91474  3.83535
H  3.71475  -2.42794  2.93196
H  2.78359  -3.02656  4.20182
H  2.92164  0.96872  5.86970
H  3.23024  0.11179  7.37800
H  5.67932  0.60957  5.64753
H  4.96347  0.72060  8.68368
H  7.51609  1.55634  8.79006
H  7.27831  2.11161  7.14460
H  6.28610  2.78083  8.52504
C  -9.35776  -4.93089  1.40018
C  -7.94459  -5.36374  1.05492
O  -7.00952  -4.31501  1.30437
P  -6.45581  -4.09573  2.83034
O  -5.58288  -5.30233  3.01528
O  -5.27219  -2.98187  2.52231
C  -3.99493  -3.06716  3.15770
C  -2.97926  -3.49346  2.12292
O  -7.51872  -2.83898  3.05205
C  -7.27281  -1.88885  4.09973
C  -7.00849  -0.54570  3.45776
H  -9.46374  -4.77364  2.47632
H  -10.08000  -5.68836  1.09097
H  -9.60178  -3.98717  0.91143
H  -7.66340  -6.26404  1.60868
H  -7.88038  -5.59587  -0.00886
H  -4.01094  -3.74170  4.01465
H  -3.74190  -2.07235  3.53868
H  -3.23841  -4.45444  1.67760
H  -1.98593  -3.57433  2.55374
H  -2.95024  -2.76264  1.31114
H  -6.43512  -2.18962  4.73308
H  -8.16519  -1.84313  4.72676
H  -6.11317  -0.58054  2.83716
H  -6.87612  0.23138  4.21212
H  -7.83450  -0.26389  2.80223
C  -5.60045  1.71192  -3.87747
C  -4.13251  1.77037  -4.25713
O  -3.31296  1.97335  -3.10564
P  -2.91403  0.68147  -2.18380
O  -1.96196  -0.05667  -3.07964
O  -1.80210  1.39627  -1.18740
C  -0.59234  0.72174  -0.84081
C  0.57169  1.38289  -1.54723
O  -4.09279  1.06791  -1.07868
C  -3.98474  0.52174  0.24632
C  -3.79525  1.65862  1.22875
H  -5.81112  0.82177  -3.27933
H  -6.22949  1.68424  -4.76927
H  -5.87701  2.57755  -3.27488
H  -3.82810  0.86405  -4.78873
H  -3.96078  2.61898  -4.92139
H  -0.64860  -0.34381  -1.06965
H  -0.46384  0.81231  0.24265
H  0.44194  1.36261  -2.62978
H  1.51195  0.88378  -1.29838
H  0.64066  2.43143  -1.25184
H  -3.16446  -0.19660  0.31398
H  -4.91349  -0.00812  0.46755
H  -2.86880  2.19775  1.03240
H  -3.76934  1.28770  2.25501
H  -4.60481  2.38516  1.13667
C  -10.57987  5.21119  -9.48125
C  -9.96383  3.88866  -9.06292
O  -8.58211  3.83054  -9.41404
P  -7.48501  4.53360  -8.42338
O  -7.51143  3.62092  -7.23122
O  -6.09826  3.96940  -9.12450
C  -5.01330  3.52259  -8.31021
C  -4.90977  2.01413  -8.37641
O  -7.40507  5.87231  -9.40478
C  -6.25856  6.73410  -9.29468
C  -5.50418  6.70491  -10.60533
H  -10.15650  6.03665  -8.90384
H  -11.65990  5.20081  -9.32459
H  -10.37555  5.41577  -10.53262
H  -10.09144  3.71802  -7.99009
H  -10.45670  3.07028  -9.58921
H  -5.12140  3.86668  -7.28047
H  -4.09917  3.97422  -8.70696
H  -5.83120  1.53769  -8.03989
H  -4.08590  1.65553  -7.75524
H  -4.74029  1.69045  -9.40477
H  -5.61483  6.43704  -8.46376
H  -6.61866  7.74502  -9.09438
H  -5.12907  5.70431  -10.81816
H  -4.66007  7.39564  -10.58287
H  -6.16326  6.97755  -11.43144

* total charge: 0
* HOMO-LUMO gap: 8.65 eV
* spin multiplicity: 1
* E_HOMO: -9.17 eV


Max |F|, record by record: 7.14, 3.19, 7.71 eV Å⁻¹